i.
The following is a DFT calculation (ωB97M-V with the def2-TZVPD basis set) of a structure of composition C38H36CaClN2O7P2.

Calculated values
Molar mass: 770.19 g/mol
Charge: -1

Geometry (Å):
Ca (-1.15756, -0.37680, 1.31480)
O (1.42597, -2.93243, 1.93646)
C (0.47492, -3.79965, 2.51640)
C (-0.59565, -3.09413, 3.35483)
N (-1.57528, -2.30728, 2.59689)
C (-2.23645, -3.12516, 1.57230)
C (-1.49616, -3.00248, 0.21993)
O (-1.65801, -3.87643, -0.62143)
O (-0.76842, -1.95021, 0.11583)
C (-2.55325, -1.69325, 3.49483)
C (-3.50726, -0.70516, 2.73839)
O (-4.48954, -0.31286, 3.36271)
O (-3.17827, -0.42574, 1.54274)
H (0.96070, -2.36291, 1.30448)
H (1.03618, -4.45261, 3.18923)
H (0.00833, -4.43489, 1.75402)
H (-0.07693, -2.41941, 4.04266)
H (-1.11659, -3.86378, 3.94996)
H (-3.23290, -2.73323, 1.38041)
H (-2.33262, -4.17549, 1.86696)
H (-2.02704, -1.11960, 4.26348)
H (-3.18300, -2.43356, 4.00634)
Cl (2.72969, 1.61001, 7.36794)
C (2.08998, 1.12263, 5.81669)
C (2.88540, 0.35245, 4.95224)
C (2.41246, -0.01572, 3.72327)
C (1.10393, 0.34908, 3.26998)
O (0.69125, 0.03061, 2.11353)
C (0.30702, 1.09867, 4.20301)
C (-1.02904, 1.50534, 3.85473)
O (-1.59565, 1.29522, 2.79145)
C (0.82310, 1.47975, 5.45355)
H (3.87512, 0.05483, 5.27486)
H (3.01166, -0.62059, 3.05431)
H (-1.56430, 2.07436, 4.64188)
H (0.19996, 2.06396, 6.12144)
C (1.04602, 2.05656, -2.40514)
N (0.32715, 0.83851, -2.00434)
P (1.27749, -0.48348, -1.29992)
C (2.82421, -0.24425, -2.30986)
C (4.04916, -0.14247, -1.66213)
C (5.22738, -0.01414, -2.38976)
C (5.18532, 0.01641, -3.77313)
C (3.96366, -0.07741, -4.43121)
C (2.79390, -0.21306, -3.70422)
C (0.72719, -1.91129, -2.31526)
C (-0.29320, -1.89158, -3.25146)
C (-0.61590, -3.03956, -3.96066)
C (0.08228, -4.21369, -3.73489)
C (1.10122, -4.24163, -2.79364)
C (1.42181, -3.09748, -2.08687)
P (-1.20542, 1.01709, -1.22760)
C (-2.02042, 2.03817, -2.54644)
C (-2.64803, 1.33824, -3.57678)
C (-3.22246, 2.00378, -4.64833)
C (-3.18865, 3.38832, -4.70254)
C (-2.58642, 4.09907, -3.67458)
C (-2.00777, 3.42993, -2.60603)
C (-0.98363, 2.35777, 0.01536)
C (-2.14401, 2.98095, 0.47966)
C (-2.07476, 3.97382, 1.44021)
C (-0.84250, 4.33835, 1.96669)
C (0.30731, 3.67677, 1.56247)
C (0.23990, 2.68844, 0.59007)
H (1.17822, 2.07476, -3.48960)
H (2.03682, 2.11331, -1.95166)
H (0.49761, 2.94844, -2.11262)
H (4.07851, -0.16801, -0.57833)
H (6.17688, 0.06497, -1.87446)
H (6.10137, 0.11318, -4.34312)
H (3.92613, -0.05012, -5.51349)
H (1.84281, -0.30433, -4.21486)
H (-0.84240, -0.97442, -3.41003)
H (-1.42510, -3.02405, -4.68105)
H (-0.17910, -5.11375, -4.27744)
H (1.62852, -5.16682, -2.59521)
H (2.19486, -3.11749, -1.32392)
H (-2.69628, 0.25704, -3.52732)
H (-3.70071, 1.44154, -5.44073)
H (-3.63628, 3.91387, -5.53688)
H (-2.56365, 5.18149, -3.70423)
H (-1.55282, 4.00580, -1.81133)
H (-3.10581, 2.66855, 0.08751)
H (-2.98069, 4.45041, 1.79194)
H (-0.78110, 5.12762, 2.70611)
H (1.26157, 3.92356, 2.01169)
H (1.13805, 2.15872, 0.29830)

ii.
The following is a DFT calculation (ωB97M-V with the def2-TZVPD basis set) of a structure of composition C38H36CaClN2O7P2.

Calculated values
Molar mass: 770.19 g/mol
Charge: -1

Geometry (Å):
Ca (-1.89182, 0.39861, -0.35446)
O (-4.41143, 0.25679, -1.01838)
C (-4.98330, -0.79758, -0.23829)
C (-4.45009, -0.84059, 1.18835)
N (-2.99835, -1.02058, 1.26116)
C (-2.62835, -2.38626, 0.82887)
C (-2.40839, -2.58620, -0.70440)
O (-2.74153, -3.66890, -1.18340)
O (-1.82076, -1.62853, -1.30411)
C (-2.40357, -0.56499, 2.54345)
C (-1.25200, 0.50196, 2.50923)
O (-1.01404, 1.08526, 3.55797)
O (-0.57658, 0.61023, 1.42155)
H (-4.24248, 0.99947, -0.40680)
H (-4.78290, -1.72869, -0.76919)
H (-6.07000, -0.66466, -0.18874)
H (-4.96387, -1.65548, 1.72184)
H (-4.70499, 0.10316, 1.67398)
H (-3.38230, -3.11924, 1.13903)
H (-1.67036, -2.64647, 1.28164)
H (-1.96360, -1.41362, 3.07729)
H (-3.17542, -0.13676, 3.18208)
Cl (-4.77392, 7.59369, -0.18996)
C (-4.27427, 5.93729, 0.07182)
C (-4.49804, 5.33881, 1.32148)
C (-4.12550, 4.04395, 1.54895)
C (-3.50832, 3.24162, 0.53927)
O (-3.22852, 2.01957, 0.78405)
C (-3.25591, 3.89391, -0.71163)
C (-2.56293, 3.28613, -1.82357)
O (-2.05773, 2.17101, -1.88759)
C (-3.66060, 5.22937, -0.91911)
H (-4.96933, 5.91808, 2.10580)
H (-4.28400, 3.58181, 2.51449)
H (-2.48073, 3.93952, -2.71157)
H (-3.46908, 5.69298, -1.87986)
C (3.44683, -0.61210, -0.08492)
N (1.98750, -0.54378, -0.17425)
P (1.02257, -1.68851, 0.70017)
C (1.80054, -3.29084, 0.23219)
C (2.89153, -3.91476, 0.83304)
C (3.34405, -5.14516, 0.37709)
C (2.71021, -5.76982, -0.68903)
C (1.61808, -5.16312, -1.29383)
C (1.16167, -3.93752, -0.82935)
C (1.60118, -1.48040, 2.41788)
C (2.08825, -0.27568, 2.91186)
C (2.35630, -0.12001, 4.26396)
C (2.13004, -1.16400, 5.14654)
C (1.61982, -2.36471, 4.67091)
C (1.35291, -2.51753, 3.31980)
P (1.24197, 0.07216, -1.59195)
C (1.39742, 1.89148, -1.41198)
C (1.64456, 2.48203, -0.17768)
C (1.61166, 3.86440, -0.03745)
C (1.33157, 4.66994, -1.12956)
C (1.06568, 4.08794, -2.36426)
C (1.08481, 2.71008, -2.49911)
C (2.49728, -0.30011, -2.87521)
C (2.50301, -1.61192, -3.35313)
C (3.43949, -2.02611, -4.28652)
C (4.37542, -1.12380, -4.77575)
C (4.36834, 0.18595, -4.32076)
C (3.43862, 0.59482, -3.37287)
H (3.74170, -0.82625, 0.94279)
H (3.88654, 0.34646, -0.37045)
H (3.86170, -1.39069, -0.73191)
H (3.39624, -3.43281, 1.66261)
H (4.19265, -5.61708, 0.85764)
H (3.05883, -6.73428, -1.03790)
H (1.10150, -5.65086, -2.11097)
H (0.27787, -3.48749, -1.27612)
H (2.21929, 0.55885, 2.23827)
H (2.71672, 0.83303, 4.62943)
H (2.32976, -1.03770, 6.20324)
H (1.41623, -3.18012, 5.35419)
H (0.94116, -3.45617, 2.96310)
H (1.80690, 1.85181, 0.68441)
H (1.78530, 4.30579, 0.93574)
H (1.29893, 5.74658, -1.01751)
H (0.82632, 4.71057, -3.21794)
H (0.83786, 2.26541, -3.45756)
H (1.76761, -2.31734, -2.98375)
H (3.43188, -3.05161, -4.63380)
H (5.10560, -1.44138, -5.50975)
H (5.09488, 0.89576, -4.69710)
H (3.45819, 1.61591, -3.01365)

According to the calculations, the structures order from most to least stable as ii, i.